1.
A molecular structure, C27H34N4O2RuSSi2 at a distorted geometry, computed with ωB97M-V/def2-TZVPD.

Results
Energy (Ha): -2490.65752

```
! wB97M-V def2-TZVPD RIJCOSX def2/J DEFGRID3
* xyz -1 2
Ru 0.00000 0.00000 0.00000
C -0.33406 -4.54577 1.13843
Si -1.08536 -3.22049 0.03851
C -2.84716 -3.71715 -0.38688
C -0.09641 -3.17480 -1.56701
N -1.01769 -1.65626 0.77558
C -1.57487 -1.20715 1.94436
C -2.35739 -2.05859 2.77061
C -2.94741 -1.65475 3.96791
C -2.77790 -0.35860 4.39865
C -2.01966 0.52493 3.62940
C -1.39285 0.17605 2.40237
N -0.65338 1.07528 1.67201
Si -0.32367 2.73866 2.04998
C -1.89344 3.76695 2.13782
C 0.62270 2.92314 3.66221
C 0.75122 3.45655 0.67222
H -0.28981 -5.49994 0.60427
H -0.91852 -4.69959 2.04912
H 0.68525 -4.27280 1.42813
H -2.84994 -4.65616 -0.94903
H -3.32387 -2.95089 -1.00577
H -3.45748 -3.86183 0.50833
H -0.12075 -4.15214 -2.05804
H 0.94790 -2.91512 -1.36922
H -0.51302 -2.43347 -2.25547
H -2.52486 -3.08795 2.48177
H -3.53004 -2.36057 4.54360
H -3.22395 -0.01744 5.32279
H -1.92494 1.52834 4.02224
H -2.52428 3.48179 2.98343
H -2.47937 3.65289 1.22068
H -1.64457 4.82687 2.24999
H 0.02264 2.62814 4.52667
H 0.92425 3.96537 3.80572
H 1.52806 2.30855 3.64888
H 0.23382 3.39652 -0.28992
H 1.69406 2.90711 0.59419
H 0.97983 4.50682 0.87594
O 4.02391 -0.52261 0.08395
S 2.96157 -1.56380 0.46449
O 2.50126 -1.06292 1.83889
N 1.65880 -1.20816 -0.48859
C 1.45832 -1.71343 -1.92587
C 2.38706 -2.54315 -2.58133
C 2.13668 -2.97252 -3.89455
C 0.96784 -2.57912 -4.56569
C 0.04260 -1.74842 -3.91990
C -1.21060 -1.28712 -4.56228
C -2.05096 -0.48538 -3.87668
C -1.72450 -0.07003 -2.48562
N -0.72530 -0.41323 -1.91883
C 0.28914 -1.32267 -2.61077
C 3.58791 -3.24368 0.52871
C 4.93717 -3.50498 0.25270
C 5.42088 -4.81585 0.29443
C 4.56002 -5.87020 0.61424
C 3.21324 -5.61226 0.89054
C 2.72415 -4.30281 0.85011
H 3.29562 -2.85867 -2.09358
H 2.85254 -3.61201 -4.39494
H 0.78898 -2.91710 -5.57780
H -1.45320 -1.58850 -5.57704
H -2.97140 -0.14060 -4.33654
H -2.39043 0.57283 -1.93054
H 5.61116 -2.69643 0.00158
H 6.46287 -5.01480 0.07943
H 4.93557 -6.88461 0.64575
H 2.54727 -6.43002 1.13700
H 1.68335 -4.11047 1.06052
H 0.87750 1.46668 -0.64755
*
```

2.
A molecular structure, C27H35As2Cl3MgNO2, computed with ωB97M-V/def2-TZVPD.

Results
Energy (Ha): -7307.14462
ΔE to the lowest compared entry with this formula, charge and spin (kcal/mol): 0.0

```
! wB97M-V def2-TZVPD RIJCOSX def2/J DEFGRID3
* xyz 1 1
Mg 0.28188 -0.29384 0.21217
Cl 4.34438 1.70268 5.98532
C 3.15616 1.24398 4.80637
C 1.85964 0.88306 5.23686
C 0.89263 0.51472 4.34621
C 1.14845 0.47477 2.94392
O 0.22485 0.13014 2.12913
C 2.47309 0.82991 2.52963
C 2.89816 0.77541 1.16970
O 2.25459 0.35657 0.19300
C 3.45086 1.22839 3.48022
H 1.63846 0.90908 6.29650
H -0.10124 0.24704 4.67943
H 3.92225 1.13256 0.97881
H 4.43964 1.51255 3.13860
C -0.46850 -0.72662 -4.04233
As 0.19464 0.33763 -2.56535
C 2.04607 0.58091 -3.13181
C -0.49665 2.11341 -2.99087
C -0.86647 2.42794 -4.29792
C -1.31403 3.69967 -4.61976
C -1.38941 4.67719 -3.63802
C -1.02745 4.37213 -2.33586
C -0.58636 3.09415 -1.99737
As -0.12201 2.66239 -0.15408
C 1.38649 3.86065 0.11904
C -1.49390 3.63981 0.81620
H -0.05448 -0.37401 -4.98546
H -1.55595 -0.68176 -4.07418
H -0.16259 -1.75854 -3.88009
H 2.07046 0.98513 -4.14290
H 2.56072 -0.37877 -3.10151
H 2.54141 1.26348 -2.44446
H -0.81150 1.68070 -5.07899
H -1.60152 3.92737 -5.63791
H -1.73167 5.67339 -3.88563
H -1.09638 5.14298 -1.57743
H 1.10440 4.88170 -0.13470
H 2.21715 3.54831 -0.51226
H 1.69319 3.81723 1.16397
H -1.42861 4.70772 0.61361
H -1.35512 3.46532 1.88214
H -2.47287 3.26854 0.52002
Cl -2.55803 0.14971 -0.11565
C -4.05053 -0.68609 0.43007
Cl -3.82440 -2.40872 0.63747
H -4.78903 -0.50694 -0.34108
H -4.32961 -0.24152 1.37684
C 3.58974 -3.19714 3.20407
N 2.80157 -3.54747 1.98815
C 3.46708 -3.06880 0.74149
C 1.37020 -3.03038 2.10701
C 0.54489 -3.42546 0.92111
C 0.23334 -4.78175 0.79520
C -0.49171 -5.23278 -0.29374
C -0.92471 -4.30352 -1.23103
C -0.62406 -2.95774 -1.06486
C 0.13230 -2.44357 0.00577
H 4.59663 -3.59268 3.10188
H 3.09408 -3.62485 4.07123
H 3.60910 -2.11138 3.28220
H 2.73382 -4.56373 1.92278
H 3.48540 -1.98356 0.77226
H 2.87916 -3.39724 -0.10975
H 4.47373 -3.47792 0.71374
H 1.46633 -1.95162 2.20857
H 1.00370 -3.44437 3.04796
H 0.53401 -5.49363 1.56204
H -0.73441 -6.28179 -0.39937
H -1.51624 -4.62865 -2.07839
H -1.02774 -2.27457 -1.80775
*
```

3.
3 unconnected molecules or ions with the total composition C27H35BClN4O9PS2 at a distorted geometry, computed with ωB97M-V/def2-TZVPD.

Results
Energy (Ha): -3568.74767
SMILES: COB(O)c1cc(CCC(C)C)c(OC#N)c2c1N([PH2]=N)c1c(cc(Cl)c(N)c1S)S2.C[C@@H]1COC(=O)O1.C[C@@H]1COC(=O)O1

```
! wB97M-V def2-TZVPD RIJCOSX def2/J DEFGRID3
* xyz 0 1
C -1.53064 -5.77679 0.47918
O -1.09817 -4.45527 0.09430
B -1.77786 -3.43731 0.76948
O -2.03021 -3.58620 2.14899
C -2.23906 -2.14027 -0.08849
C -3.68184 -1.99527 -0.33130
C -4.11602 -0.80768 -1.11652
C -5.66334 -0.70355 -1.40408
C -6.02529 -1.44267 -2.76449
C -5.50437 -2.92432 -2.86134
C -5.90270 -3.54339 -4.28386
C -6.07510 -3.89637 -1.73596
C -3.15042 0.19855 -1.58820
O -3.59283 1.32497 -2.33184
C -3.87891 2.37390 -1.51368
N -3.97196 3.19674 -0.71495
C -1.71161 0.02146 -1.32444
C -1.23434 -1.16232 -0.59109
N 0.16525 -1.47482 -0.30253
P 0.85532 -1.96338 -1.89612
N 1.05025 -3.53146 -1.94094
C 0.94018 -0.29187 0.07830
C 0.80526 1.04817 -0.53698
C 1.66640 2.15727 -0.10288
C 2.66914 1.90633 0.95249
Cl 3.79958 3.19585 1.51783
C 2.83714 0.58581 1.59057
N 3.84726 0.34759 2.59597
C 1.95618 -0.50678 1.13962
S 2.16509 -2.14051 1.90362
S -0.44486 1.22969 -1.87389
H -1.08901 -6.57659 -0.18291
H -1.16158 -5.96740 1.52418
H -2.64625 -5.86472 0.38590
H -2.50548 -2.76888 2.40306
H -4.39273 -2.76253 0.04541
H -6.16065 -1.20697 -0.52611
H -5.96405 0.37960 -1.49025
H -5.63576 -0.88599 -3.66902
H -7.15462 -1.47463 -2.82639
H -4.38141 -3.01520 -2.81506
H -5.55888 -2.83601 -5.08086
H -5.41582 -4.55987 -4.36504
H -7.01877 -3.70473 -4.30529
H -6.68793 -3.38246 -0.95111
H -5.25234 -4.49335 -1.24253
H -6.71998 -4.65648 -2.26202
H -0.01278 -1.44450 -2.90174
H 2.09102 -1.25004 -2.02425
H 2.06000 -3.69630 -2.06225
H 1.59049 3.16175 -0.58739
H 4.65049 -0.06078 2.10764
H 3.50215 -0.26920 3.33095
H 1.77409 -3.11242 1.01547
C 0.54380 8.39911 -2.99604
C 1.04040 6.98035 -3.15519
C 0.04625 5.92877 -2.74778
O 0.89744 4.83739 -2.39586
C 2.07984 5.37890 -1.98627
O 2.94993 4.76704 -1.45126
O 2.12873 6.70996 -2.26611
H 1.37439 9.10413 -3.06384
H -0.18973 8.64383 -3.76604
H 0.08254 8.54872 -2.01728
H 1.39990 6.82172 -4.17749
H -0.62977 5.64996 -3.55561
H -0.54168 6.20379 -1.86745
C 6.98616 1.60911 6.63219
C 6.76652 0.13043 6.40780
C 8.00872 -0.62984 6.03653
O 7.47381 -1.73470 5.30714
C 6.30135 -1.31014 4.75938
O 5.68059 -1.91316 3.94120
O 5.93473 -0.10188 5.26829
H 6.03184 2.13866 6.64841
H 7.50407 1.78719 7.57622
H 7.57617 2.04789 5.82445
H 6.26836 -0.31045 7.27788
H 8.57022 -0.97266 6.90527
H 8.67770 -0.07254 5.37428
*
```

4.
A molecular structure, C27H35BNO2 at a distorted geometry, computed with ωB97M-V/def2-TZVPD.

Results
Energy (Ha): -1279.58606
ΔE to the lowest compared entry with this formula, charge and spin (kcal/mol): 4.7

```
! wB97M-V def2-TZVPD RIJCOSX def2/J DEFGRID3
* xyz 1 1
C 2.98761 -3.53143 10.00468
O 1.77059 -2.98233 10.54862
C 1.49866 -1.68482 10.24512
C 0.30203 -1.12298 10.76827
C 0.01562 0.19828 10.54375
C 0.88756 1.02790 9.79787
C 0.67221 2.45074 9.64546
C 1.46610 3.23719 8.88411
C 1.46528 4.72187 9.03617
C 2.54357 5.51295 8.29772
C 2.88278 6.77806 8.79118
C 3.84848 7.56064 8.17343
C 4.46592 7.07316 6.99117
O 5.30507 7.93773 6.36438
C 5.89515 7.52618 5.11698
C 4.11019 5.81186 6.45871
C 3.11205 5.07209 7.09906
C 2.04699 0.43965 9.22916
C 2.36184 -0.88802 9.45235
H 2.98950 -4.56684 10.34511
H 2.98856 -3.48171 8.90892
H 3.86719 -2.99629 10.39199
H -0.34484 -1.77515 11.35379
H -0.90354 0.63419 10.94252
H -0.17052 2.88796 10.19452
H 2.09080 2.84108 8.08793
H 1.46386 4.98494 10.10507
H 2.38786 7.16844 9.68943
H 4.13192 8.55068 8.53630
H 6.54149 8.35449 4.80910
H 6.49190 6.61185 5.25621
H 5.12367 7.35171 4.35185
H 4.56511 5.44980 5.53011
H 2.79612 4.12855 6.64904
H 2.74216 1.03186 8.64226
H 3.28545 -1.31197 9.03803
C 0.05982 4.29487 3.85865
C 0.02693 5.56302 4.70123
N -1.31422 5.90326 5.28926
C -1.11085 7.16367 6.09363
C -2.35192 7.69663 6.79894
C -2.36274 6.04515 4.26372
C -2.35305 6.94919 3.20410
C -3.45764 6.91254 2.32992
C -4.51064 6.01051 2.53125
C -4.47507 5.12897 3.60614
C -3.39088 5.15594 4.46275
B -2.19020 4.64863 6.01271
H 0.55370 5.09587 8.65590
H 1.03880 4.27049 3.35944
H -0.00533 3.39563 4.48896
H -0.72569 4.26272 3.09080
H 0.75251 5.49554 5.52418
H 0.32009 6.42983 4.08606
H -0.31083 6.97162 6.82314
H -0.72800 7.92029 5.38867
H -2.09782 8.69888 7.16902
H -3.22944 7.77601 6.14308
H -2.60427 7.08579 7.67756
H -1.53512 7.65941 3.04286
H -3.50372 7.58867 1.48601
H -5.37075 5.98169 1.85499
H -5.25227 4.39654 3.83747
H -3.45893 4.39501 5.29504
H -2.63171 5.01598 7.05501
H -1.68509 3.59501 5.83501
*
```

5.
A molecular structure, C27H35BaFN4P2 at a distorted geometry, computed with ωB97M-V/def2-TZVPD.

Results
Energy (Ha): -2076.81138

```
! wB97M-V def2-TZVPD RIJCOSX def2/J DEFGRID3
* xyz 0 1
Ba -0.22554 1.75152 3.53509
C -2.08026 1.89521 -4.56697
C -2.18023 0.66498 -4.05155
C -1.37632 -0.53605 -4.44626
C 0.01254 -0.26718 -5.06982
C 0.92124 0.59620 -4.23664
C 1.00521 1.93017 -4.25762
C 0.23256 2.85060 -5.16520
C -1.14662 2.35194 -5.65211
C 1.79088 0.75325 5.23873
H -2.77649 2.68062 -4.24237
H -2.98259 0.44556 -3.33743
H -1.94881 -1.15062 -5.16479
H -1.23057 -1.16209 -3.55062
H 0.50840 -1.24911 -5.13119
H -0.09886 0.08778 -6.10159
H 1.60967 0.01593 -3.60854
H 1.75809 2.44073 -3.64537
H 0.82926 3.08934 -6.06427
H 0.08028 3.80170 -4.63121
H -1.63355 3.22762 -6.11057
H -1.02039 1.61412 -6.45415
H 1.53158 1.40358 6.09277
H 2.78411 1.02068 4.84549
H 1.80733 -0.29825 5.59501
P 1.51525 -0.50355 2.16308
P -1.44899 -0.83626 2.00063
N 2.61049 0.81607 1.54988
N 2.76602 -1.71088 2.41013
N -2.27379 0.43639 1.04032
N -2.83982 -1.84865 2.25077
C 0.88157 -1.04450 0.50980
C -0.53210 -1.66089 0.64529
C 2.53012 2.16311 1.90970
C 3.43309 2.87806 1.16483
C 4.10551 1.96372 0.30504
C 3.57134 0.70082 0.54842
C 3.70522 -1.63385 3.44821
C 4.38857 -2.83309 3.51860
C 3.88669 -3.68336 2.47671
C 2.89600 -2.97582 1.81700
C -2.52064 1.74417 1.49638
C -2.79419 2.55020 0.39069
C -2.75428 1.70960 -0.75810
C -2.44381 0.43111 -0.33677
C -3.91403 -2.16463 1.39856
C -4.79310 -2.99151 2.08311
C -4.23775 -3.22894 3.39597
C -3.04213 -2.52468 3.46503
H 1.56068 -1.76093 0.01418
H 0.81203 -0.15524 -0.14314
H -1.04866 -1.65107 -0.32362
H -0.47668 -2.72374 0.92726
H 1.91127 2.51760 2.72878
H 3.57862 3.94959 1.25268
H 4.88410 2.21293 -0.39870
H 3.78347 -0.25671 0.08503
H 3.73642 -0.74986 4.06873
H 5.15448 -3.07912 4.23729
H 4.22015 -4.68505 2.24982
H 2.24580 -3.27419 1.00019
H -2.65942 1.88955 2.56822
H -2.98833 3.61657 0.36080
H -2.95706 1.95642 -1.79027
H -2.38675 -0.49608 -0.89458
H -3.94022 -1.77972 0.38944
H -5.72973 -3.38562 1.70898
H -4.67526 -3.82790 4.18636
H -2.33370 -2.39747 4.26234
F -1.55735 0.36923 4.79810
*
```

6.
A molecular structure, C27H35BeN5O3P2 at a distorted geometry, computed with ωB97M-V/def2-TZVPD.

Results
Energy (Ha): -2246.55052
ΔE to the lowest compared entry with this formula, charge and spin (kcal/mol): 12.3

```
! wB97M-V def2-TZVPD RIJCOSX def2/J DEFGRID3
* xyz 0 1
Be 1.31595 -0.80755 4.54815
C 5.37179 -1.43128 0.72618
C 4.62403 -0.30526 0.67089
C 3.33711 -0.18417 -0.09362
C 2.20611 -0.95512 0.64543
C 1.81478 -2.16914 -0.16099
C 2.71875 -3.08409 -0.52327
C 4.11050 -2.85473 -1.07080
C 5.19988 -2.74598 0.03146
C 0.58938 -2.05188 5.44851
H 6.23739 -1.40976 1.38468
H 4.88364 0.61577 1.21165
H 3.44816 -0.61776 -1.09570
H 3.02623 0.87441 -0.20304
H 2.64213 -1.28055 1.60672
H 1.37645 -0.29211 0.96587
H 0.73682 -2.35410 -0.14615
H 2.45973 -4.14205 -0.36309
H 4.20604 -2.10378 -1.86959
H 4.31833 -3.80374 -1.57972
H 4.96102 -3.50675 0.79037
H 6.18919 -3.01966 -0.39428
H 1.36717 -2.78528 5.69414
H -0.17155 -2.62277 4.90861
H 0.15084 -1.75577 6.40610
P -2.42472 -0.30198 0.32496
P -0.24453 2.22397 -0.45143
N -2.91318 -1.74807 -0.54072
N -4.14283 0.09123 0.79219
N 0.32456 1.69259 -2.07904
N -0.01882 3.99543 -0.78509
C -2.53849 0.75526 -1.19575
C -2.00725 2.17404 -0.97413
C -2.51536 -3.02473 -0.13299
C -3.07888 -3.96975 -0.97100
C -3.85881 -3.27432 -1.95036
C -3.72859 -1.91071 -1.66434
C -4.46741 0.41102 2.10946
C -5.81592 0.74588 2.17874
C -6.33811 0.66981 0.85227
C -5.30153 0.25775 0.02898
C 1.07912 0.52593 -2.20333
C 1.32661 0.26889 -3.54126
C 0.64769 1.27208 -4.29171
C -0.02402 2.07684 -3.37663
C 0.04809 4.79300 -1.93171
C -0.03717 6.13339 -1.56802
C -0.16243 6.17177 -0.14455
C -0.17283 4.86330 0.30915
H -3.57562 0.83440 -1.55571
H -1.98583 0.27202 -2.01021
H -2.16249 2.75154 -1.89589
H -2.58573 2.67600 -0.19569
H -1.86331 -3.11296 0.72788
H -2.96468 -5.05468 -0.89121
H -4.45368 -3.70225 -2.74837
H -4.14944 -1.07671 -2.19438
H -3.69618 0.36295 2.86064
H -6.35943 1.01181 3.07865
H -7.35702 0.89868 0.53448
H -5.32389 0.08773 -1.03909
H 1.34354 -0.03630 -1.32288
H 1.92022 -0.55643 -3.91681
H 0.64723 1.39194 -5.36700
H -0.73038 2.86839 -3.58318
H 0.18066 4.39306 -2.91836
H -0.00973 6.96755 -2.24429
H -0.22869 7.05120 0.46986
H -0.27532 4.44931 1.29874
O 4.50543 -0.47033 3.94320
N 3.37050 -0.74772 4.22553
O 2.55650 -1.58711 3.57507
O 2.44221 0.22839 4.83683
*
```

- Which of these has the highest energy?
  C27H35BNO2

- energy of number 2 (C27H35As2Cl3MgNO2)?
  -7307.14462 Ha